[1]
Entry from the OMol25 dataset: a structure of composition C43H43As2N2STi (ωB97M-V/def2-TZVPD).

Atoms and positions in Å:
Ti (0.2096, -0.8051, 0.6281)
C (2.6003, -0.2222, -4.4912)
C (4.0583, -0.4488, -4.0933)
C (4.6265, -1.5897, -4.9456)
C (4.8418, 0.8398, -4.3793)
C (4.2004, -0.7931, -2.6096)
C (5.4813, -1.0430, -2.0682)
C (5.6764, -1.3311, -0.7355)
C (4.5569, -1.3718, 0.0986)
S (4.4428, -1.7038, 1.7956)
C (2.7391, -1.4931, 1.7248)
N (2.2685, -1.1958, 0.5400)
C (3.2921, -1.1325, -0.4124)
C (3.1100, -0.8485, -1.7654)
C (1.8085, -1.6934, 2.8619)
C (2.2850, -1.9329, 4.1510)
C (1.3862, -2.1748, 5.1710)
C (0.0213, -2.1829, 4.8885)
C (-0.4298, -1.9277, 3.6042)
C (0.4395, -1.6668, 2.5303)
H (2.5522, 0.0269, -5.5526)
H (2.1499, 0.6062, -3.9377)
H (1.9869, -1.1145, -4.3367)
H (4.5073, -1.3559, -6.0057)
H (4.1101, -2.5307, -4.7435)
H (5.6905, -1.7436, -4.7591)
H (4.7782, 1.0888, -5.4410)
H (5.8977, 0.7347, -4.1259)
H (4.4401, 1.6789, -3.8065)
H (6.3475, -1.0045, -2.7170)
H (6.6718, -1.5172, -0.3539)
H (2.1129, -0.6540, -2.1351)
H (3.3493, -1.9356, 4.3660)
H (1.7393, -2.3653, 6.1759)
H (-0.6855, -2.3817, 5.6857)
H (-1.5038, -1.9138, 3.4425)
C (-0.8392, 0.5537, -1.5611)
C (-2.2912, 0.6092, -1.0332)
As (-2.5194, -0.7284, 0.3981)
C (-3.7131, -2.0088, -0.4390)
C (-3.5083, -3.3692, -0.2444)
C (-4.3734, -4.3041, -0.8059)
C (-5.4530, -3.8764, -1.5613)
C (-5.6764, -2.5147, -1.7407)
C (-4.8161, -1.5841, -1.1791)
C (-3.7142, 0.0797, 1.6812)
C (-3.9564, 1.4477, 1.7126)
C (-4.7761, 1.9917, 2.6968)
C (-5.3551, 1.1673, 3.6482)
C (-5.1209, -0.2025, 3.6132)
C (-4.3025, -0.7470, 2.6348)
As (0.6264, 1.8114, -1.0096)
C (0.7753, 1.4332, 0.9412)
C (-0.3325, 1.3328, 1.7964)
C (-0.1682, 1.4260, 3.1944)
C (1.0792, 1.6134, 3.7255)
C (2.1985, 1.7442, 2.8770)
C (2.0487, 1.6713, 1.5176)
C (-0.1923, 3.5618, -0.9157)
C (-1.2873, 3.9579, -0.1499)
C (-1.7031, 5.2809, -0.1611)
C (-1.0275, 6.2232, -0.9293)
C (0.0672, 5.8401, -1.6857)
C (0.4810, 4.5121, -1.6791)
H (-0.8211, 0.6748, -2.6450)
H (-0.4238, -0.4656, -1.4552)
H (-2.9849, 0.3365, -1.8266)
H (-2.5611, 1.6079, -0.7038)
H (-2.6970, -3.7250, 0.3801)
H (-4.2047, -5.3607, -0.6432)
H (-6.1277, -4.6000, -2.0003)
H (-6.5305, -2.1779, -2.3140)
H (-5.0232, -0.5287, -1.3103)
H (-3.5344, 2.1023, 0.9637)
H (-4.9650, 3.0577, 2.7093)
H (-5.9952, 1.5889, 4.4123)
H (-5.5784, -0.8506, 4.3495)
H (-4.1398, -1.8183, 2.6185)
H (-1.3368, 1.4034, 1.4109)
H (-1.0388, 1.3634, 3.8355)
H (1.2073, 1.6852, 4.7982)
H (3.1811, 1.9151, 3.2991)
H (2.9131, 1.7836, 0.8728)
H (-1.8019, 3.2556, 0.4882)
H (-2.5523, 5.5788, 0.4406)
H (-1.3528, 7.2555, -0.9309)
H (0.6038, 6.5673, -2.2814)
H (1.3367, 4.2250, -2.2778)
N (0.1132, -2.8940, -0.3766)
H (-0.6886, -3.4173, -0.0474)
H (0.9325, -3.3426, 0.0222)
H (0.1609, -3.0441, -1.3791)

Atomic forces in eV per Å
-1.10 -0.43 -0.24
-0.08 0.01 -0.05
0.03 0.00 0.13
0.04 -0.05 -0.03
0.03 0.05 -0.03
0.10 -0.02 -0.06
-0.07 0.03 -0.06
-0.08 0.00 0.03
0.27 -0.04 -0.05
0.26 -0.03 0.18
-0.43 -0.18 0.48
1.20 -0.12 -0.38
-0.50 0.11 0.12
0.00 0.03 -0.04
0.34 -0.06 -0.42
0.09 0.00 0.10
-0.03 0.00 -0.03
0.08 -0.01 0.07
0.00 0.06 -0.24
0.21 -0.33 0.86
0.00 -0.01 0.02
0.04 0.01 0.01
0.05 -0.01 -0.01
0.01 -0.01 0.02
-0.01 0.03 0.00
-0.03 0.00 0.00
-0.01 0.00 0.03
-0.02 0.00 -0.01
0.00 -0.03 0.00
-0.03 -0.01 0.01
-0.03 0.00 0.02
-0.02 -0.01 0.03
-0.02 0.02 -0.04
-0.01 0.01 -0.01
-0.01 0.01 -0.02
-0.04 0.01 -0.05
-0.19 0.05 0.17
0.13 -0.08 -0.14
-0.01 0.02 -0.05
-0.06 0.06 0.03
-0.07 -0.12 -0.01
0.02 0.06 0.02
0.02 0.07 0.02
0.00 -0.03 -0.01
0.00 -0.12 -0.03
-0.06 0.13 -0.06
-0.16 -0.02 0.17
0.05 -0.04 -0.06
0.01 -0.02 0.00
0.00 0.00 -0.01
-0.05 0.10 0.10
0.31 -0.30 0.30
0.03 0.62 -0.10
-0.01 0.48 0.15
-0.11 -0.15 -0.22
0.27 0.02 -0.01
-0.12 -0.02 0.21
-0.10 -0.15 -0.15
-0.11 0.08 -0.12
0.08 0.12 -0.02
0.01 -0.02 -0.01
-0.03 -0.02 0.02
0.00 -0.09 0.00
-0.11 0.20 -0.07
-0.06 0.09 -0.06
0.00 -0.05 -0.24
-0.01 0.07 -0.08
0.02 0.03 -0.01
0.04 0.05 0.02
0.00 0.01 0.00
0.01 0.03 0.01
0.01 -0.01 0.01
0.03 0.02 0.01
-0.01 0.05 -0.01
0.00 -0.02 0.01
0.01 -0.01 -0.01
0.00 0.02 -0.01
0.04 -0.02 -0.04
-0.06 -0.06 -0.03
0.00 -0.01 -0.01
0.01 0.00 -0.03
-0.04 0.00 0.02
0.00 0.00 -0.04
0.00 -0.02 0.04
0.01 0.02 -0.01
0.00 -0.02 0.01
-0.02 -0.01 0.02
0.02 -0.05 0.02
0.05 0.05 -0.05
-0.07 -0.04 0.02
0.06 0.00 0.02
0.01 0.04 -0.07

Results
- Kohn-Sham gap (spin up / spin down) (eV) = 6.77 / 8.20
- molar mass (g mol⁻¹) = 817.61
- multiplicity = 3
- energy relative to the best compared isomer or geometry (same formula, charge and spin) (kcal per mole) = 14.34
- net charge = +1
- LUMO (spin up / spin down) (eV) = -2.25 / -2.43

[2]
Entry from the OMol25 dataset: a structure of composition C43H43O2P2S2Sc (ωB97M-V/def2-TZVPD).

Atoms and positions in Å:
Sc (1.3506, -0.6771, -1.5347)
C (2.4163, -2.8922, -2.2490)
C (3.3234, -2.4582, -1.2631)
C (2.6568, -2.4413, -0.0129)
C (1.3125, -2.8274, -0.2324)
C (1.1635, -3.1069, -1.6218)
C (-0.0508, -3.7634, -2.2136)
C (0.2607, -3.1475, 0.7904)
C (3.3446, -2.3111, 1.3124)
C (4.7543, -2.0848, -1.4980)
C (2.7373, -3.0761, -3.7016)
H (-0.9680, -3.2065, -2.0033)
H (-0.1791, -4.7729, -1.8035)
H (0.0309, -3.8543, -3.2971)
H (-0.1316, -4.1587, 0.6366)
H (-0.5834, -2.4577, 0.7216)
H (0.6527, -3.0884, 1.8080)
H (3.5710, -1.2731, 1.5690)
H (4.2875, -2.8673, 1.2963)
H (2.7348, -2.7247, 2.1174)
H (4.9073, -1.0034, -1.4703)
H (5.0877, -2.4186, -2.4799)
H (5.4081, -2.5331, -0.7427)
H (3.2966, -2.2248, -4.0908)
H (1.8334, -3.1669, -4.3027)
H (3.3390, -3.9791, -3.8568)
S (-1.2327, -0.3918, -1.0625)
P (-1.2071, 0.6652, 0.6899)
C (0.1287, 0.4721, 1.7345)
P (1.8261, 0.8242, 1.1073)
S (1.4742, 1.7748, -0.7101)
C (0.0180, 0.2133, 3.1624)
C (0.9920, -0.5783, 3.8040)
C (0.9661, -0.8387, 5.1609)
C (-0.0482, -0.3326, 5.9657)
C (-1.0225, 0.4517, 5.3627)
C (-0.9837, 0.7273, 4.0071)
C (2.2097, 2.2556, 2.2334)
C (1.7140, 3.5365, 2.0051)
C (1.9243, 4.5527, 2.9224)
C (2.6433, 4.3058, 4.0877)
C (3.1603, 3.0411, 4.3161)
C (2.9500, 2.0277, 3.3876)
C (-2.7028, 0.0727, 1.5771)
C (-2.6566, -1.1491, 2.2473)
C (-3.7861, -1.6673, 2.8515)
C (-4.9925, -0.9781, 2.7883)
C (-5.0519, 0.2288, 2.1122)
C (-3.9124, 0.7501, 1.5108)
C (-1.6717, 2.3910, 0.2846)
C (-1.6516, 3.3359, 1.3058)
C (-1.9911, 4.6557, 1.0485)
C (-2.3473, 5.0410, -0.2367)
C (-2.3635, 4.1022, -1.2594)
C (-2.0256, 2.7816, -1.0027)
H (1.7807, -1.0100, 3.2004)
H (1.7460, -1.4582, 5.5921)
H (-0.0724, -0.5356, 7.0289)
H (-1.8252, 0.8722, 5.9583)
H (-1.7533, 1.3674, 3.5930)
H (1.1566, 3.7269, 1.0951)
H (1.5274, 5.5422, 2.7275)
H (2.8006, 5.0983, 4.8110)
H (3.7249, 2.8366, 5.2180)
H (3.3694, 1.0445, 3.5639)
H (-1.7190, -1.6880, 2.3081)
H (-3.7240, -2.6124, 3.3760)
H (-5.8786, -1.3841, 3.2608)
H (-5.9871, 0.7710, 2.0439)
H (-3.9782, 1.6927, 0.9811)
H (-1.3347, 3.0459, 2.3004)
H (-1.9598, 5.3856, 1.8496)
H (-2.6000, 6.0739, -0.4431)
H (-2.6298, 4.3987, -2.2661)
H (-2.0158, 2.0460, -1.7966)
O (4.2634, 0.3317, -4.3685)
C (3.2124, 0.6207, -3.8269)
O (2.6168, -0.0824, -2.9309)
H (2.6855, 1.5687, -4.0751)
C (-0.0695, -0.5223, -4.1336)
C (-1.3173, -0.5365, -4.7393)
C (-2.1979, -1.6661, -4.7390)
C (-3.4145, -1.6547, -5.3809)
C (-3.8870, -0.5342, -6.0692)
C (-3.0614, 0.5942, -6.0633)
C (-1.8418, 0.6066, -5.4293)
H (0.5500, 0.3616, -4.1413)
H (0.3071, -1.4173, -3.6477)
H (-1.8882, -2.5590, -4.2080)
H (-4.0282, -2.5515, -5.3367)
H (-4.8476, -0.5345, -6.5672)
H (-3.3875, 1.4985, -6.5722)
H (-1.2376, 1.5072, -5.4520)

Atomic forces in eV per Å
0.13 0.21 -0.42
-0.20 0.04 -0.07
-0.10 0.23 -0.05
-0.15 -0.03 0.03
-0.16 -0.27 -0.03
-0.12 -0.32 0.12
-0.06 0.08 -0.03
0.03 0.10 0.02
0.09 0.09 -0.02
0.02 0.05 0.03
0.04 -0.01 0.00
0.03 -0.01 0.03
0.01 0.02 -0.01
0.01 0.01 0.00
0.03 -0.01 0.01
0.04 -0.07 -0.05
0.01 0.03 -0.01
0.00 -0.02 -0.01
-0.02 -0.01 -0.01
-0.02 0.01 -0.02
-0.02 0.01 0.00
0.00 -0.01 -0.02
-0.01 0.00 0.00
0.02 0.02 0.01
-0.02 0.00 -0.01
-0.01 0.00 0.00
0.02 0.09 0.40
-0.23 -0.35 -0.27
0.18 0.26 0.15
-0.38 0.24 0.31
0.12 -0.21 0.16
0.04 -0.11 0.03
0.06 -0.07 -0.04
0.02 -0.03 0.08
0.02 0.00 -0.04
-0.02 -0.02 0.06
-0.06 0.17 -0.01
0.02 0.03 -0.07
-0.05 0.01 -0.01
0.03 0.00 0.02
-0.01 0.04 0.03
0.00 0.00 -0.01
0.06 -0.02 0.00
0.06 -0.03 -0.14
0.10 -0.08 -0.02
-0.06 0.00 0.02
0.03 -0.01 0.01
-0.02 -0.01 0.03
-0.06 0.10 -0.06
0.06 0.04 -0.07
0.03 0.01 -0.02
-0.01 0.03 0.05
0.00 0.01 -0.01
0.00 0.01 0.00
-0.06 0.00 0.06
0.01 0.01 -0.01
-0.01 0.00 0.01
-0.01 -0.01 0.02
-0.01 0.01 0.02
0.03 -0.03 0.02
0.00 -0.01 -0.01
-0.01 0.03 0.00
0.00 0.00 -0.01
0.02 0.01 0.02
-0.02 -0.04 0.01
-0.04 0.03 -0.01
-0.01 -0.02 0.01
-0.02 -0.01 0.00
-0.01 0.00 0.00
0.02 -0.02 0.01
0.04 -0.02 0.01
0.00 0.00 -0.01
-0.01 0.02 0.00
0.00 0.00 -0.02
0.01 -0.02 -0.04
0.12 0.07 -0.15
-0.17 0.10 0.20
0.31 -0.04 -0.21
0.10 -0.13 -0.05
0.23 0.04 0.46
-0.35 0.11 0.05
0.13 0.01 0.04
-0.15 -0.09 -0.02
0.11 0.00 0.04
-0.11 0.09 -0.10
0.12 -0.04 0.07
0.02 -0.04 -0.19
0.21 -0.28 -0.30
0.01 -0.04 0.01
-0.01 0.00 -0.01
-0.03 0.00 -0.01
-0.01 -0.01 0.00
0.02 0.04 0.00

Results
- Kohn-Sham gap (eV) = 4.52
- molar mass (g mol⁻¹) = 762.85
- energy relative to the best compared isomer or geometry (same formula, charge and spin) (kcal per mole) = 0.00
- net charge = -2
- LUMO (eV) = 4.26